A cluster of 2 separate species, C9H20F3N2P in total in a non-equilibrium geometry, computed with ωB97M-V/def2-TZVPD.

Properties
E_HOMO (alpha / beta): -8.91 / -7.23 eV
Electronic energy: -1105.2092 Eh

Last columns: bonded neighbours and bond lengths (Å).
Atoms and positions in Å:
1 C 1.591 2.856 0.837  C5 1.597, H16 0.997, H17 1.141, H18 1.072
2 C 0.539 0.516 -2.047  C6 1.566, H19 1.091, H20 1.044, H21 1.075
3 C -1.832 -2.925 0.884  C7 1.515, H22 1.124, H23 1.074, H24 1.105
4 C -3.183 1.179 0.184  C8 1.547, H25 1.106, H26 1.017, H27 1.050
5 C 2.795 2.007 0.222  C1 1.597, N10 1.427, H28 1.081, H29 1.065
6 C 2.036 0.500 -1.586  C2 1.566, N10 1.491, H30 1.086, H31 1.057
7 C -1.728 -1.815 -0.142  C3 1.515, N11 1.434, H32 1.133, H33 1.145
8 C -2.414 0.207 1.110  C4 1.547, N11 1.367, H34 1.136, H35 1.079
9 C 1.838 -1.984 0.406  F12 1.376, F13 1.383, F14 1.317, P15 1.903
10 N 2.301 0.718 -0.134  C5 1.427, C6 1.491, P15 1.710
11 N -1.486 -0.516 0.414  C7 1.434, C8 1.367
12 F 3.044 -2.279 -0.188  C9 1.376
13 F 1.894 -2.879 1.459  C9 1.383
14 F 0.940 -2.564 -0.365  C9 1.317
15 P 1.627 -0.231 1.119  C9 1.903, N10 1.710
16 H 1.315 2.634 1.768  C1 0.997
17 H 1.847 3.955 0.668  C1 1.141
18 H 0.750 2.627 0.213  C1 1.072
19 H 0.746 0.156 -3.055  C2 1.091
20 H -0.048 -0.160 -1.510  C2 1.044
21 H 0.040 1.467 -2.092  C2 1.075
22 H -2.816 -2.820 1.418  C3 1.124
23 H -1.668 -3.939 0.573  C3 1.074
24 H -1.037 -2.682 1.612  C3 1.105
25 H -3.574 1.970 0.850  C4 1.106
26 H -2.543 1.503 -0.537  C4 1.017
27 H -3.966 0.693 -0.320  C4 1.050
28 H 3.285 2.363 -0.673  C5 1.081
29 H 3.577 1.971 0.945  C5 1.065
30 H 2.178 -0.555 -1.800  C6 1.086
31 H 2.644 1.099 -2.210  C6 1.057
32 H -0.919 -1.946 -0.924  C7 1.133
33 H -2.700 -1.543 -0.682  C7 1.145
34 H -1.903 0.777 1.950  C8 1.136
35 H -3.169 -0.360 1.633  C8 1.079